Entry 1:
The following is a DFT calculation (ωB97M-V with the def2-TZVPD basis set) of a structure of composition C35H33Cl3N2OsS3Sb.

XYZ file:
```
78
Properties=species:S:1:pos:R:3
Os -1.097 -1.015 0.279
Cl -2.826 -2.706 0.874
C -3.636 -1.963 2.253
C -4.673 -2.642 2.835
C -5.290 -2.055 3.943
C -4.870 -0.831 4.433
C -3.815 -0.165 3.824
Cl -3.313 1.359 4.424
C -3.168 -0.729 2.707
S -1.839 0.136 1.985
H -4.994 -3.604 2.462
H -6.107 -2.572 4.429
H -5.351 -0.385 5.292
S -1.981 -0.100 -1.541
C -3.661 0.387 -1.391
N -4.306 0.695 -2.482
C -5.680 1.209 -2.341
C -5.921 1.418 -0.839
S -4.509 0.660 0.053
H -3.891 0.580 -3.400
H -6.373 0.487 -2.771
H -5.763 2.144 -2.891
H -6.825 0.921 -0.497
H -5.964 2.467 -0.560
C 3.712 2.462 -0.117
C 2.995 2.372 1.211
C 3.557 3.042 2.295
C 2.965 3.045 3.546
C 1.772 2.366 3.753
C 1.200 1.679 2.701
C 1.806 1.682 1.441
Sb 1.064 0.487 -0.126
C 0.709 1.601 -1.881
C 0.839 0.921 -3.095
C 0.635 1.580 -4.297
C 0.295 2.926 -4.279
C 0.132 3.588 -3.071
C 0.325 2.945 -1.848
C 0.105 3.705 -0.568
C 2.708 -0.798 -0.456
C 3.397 -0.800 -1.666
C 4.460 -1.670 -1.860
C 4.824 -2.544 -0.847
C 4.150 -2.524 0.366
C 3.091 -1.648 0.590
C 2.485 -1.578 1.967
H 3.970 3.498 -0.333
H 3.133 2.093 -0.962
H 4.648 1.902 -0.089
H 4.484 3.581 2.139
H 3.433 3.580 4.362
H 1.296 2.368 4.724
H 0.286 1.132 2.887
H 1.110 -0.129 -3.113
H 0.753 1.054 -5.235
H 0.152 3.462 -5.207
H -0.150 4.633 -3.071
H -0.485 4.600 -0.757
H 1.048 4.021 -0.119
H -0.425 3.111 0.182
H 3.138 -0.105 -2.454
H 5.004 -1.657 -2.795
H 5.650 -3.228 -0.991
H 4.468 -3.184 1.166
H 2.655 -2.501 2.522
H 1.398 -1.397 1.957
H 2.918 -0.757 2.542
Cl 1.888 -5.731 0.940
C 1.280 -4.617 -0.202
C 1.561 -4.730 -1.556
C 1.045 -3.776 -2.418
C 0.289 -2.738 -1.916
N 0.026 -2.629 -0.602
C 0.499 -3.564 0.237
H 2.167 -5.549 -1.920
H 1.234 -3.831 -3.481
H -0.110 -1.973 -2.566
H 0.262 -3.475 1.290
```

Computed properties:
- total charge = +3
- HOMO (alpha / beta) (eV) = -15.92 / -15.92
- LUMO level (alpha / beta) (eV) = -11.110 / -11.349

These are the Mulliken partial charges, in e, on atoms 1 to 4: atom 1 (Os): 1.36, atom 2 (Cl): -0.19, atom 3 (C): 1.16, atom 4 (C): -0.86

***

Entry 2:
The following is a DFT calculation (ωB97M-V with the def2-TZVPD basis set) of a structure of composition C35H33Cl5N9O3PV.

XYZ file:
```
87
Properties=species:S:1:pos:R:3
V 0.435 0.226 0.324
Cl 3.597 -6.192 -0.696
C 2.639 -4.824 -0.335
C 3.117 -3.549 -0.655
Cl 4.637 -3.332 -1.399
C 2.321 -2.451 -0.364
Cl 2.791 -0.845 -0.757
C 1.071 -2.606 0.229
O 0.322 -1.514 0.442
C 0.590 -3.877 0.560
Cl -0.950 -4.053 1.264
C 1.386 -4.987 0.268
Cl 0.813 -6.550 0.636
N -2.236 -0.034 -0.880
P -0.651 0.165 -1.916
C -1.515 1.376 -2.961
C -1.718 1.096 -4.307
C -2.298 2.052 -5.130
C -2.661 3.288 -4.618
C -2.453 3.569 -3.273
C -1.887 2.615 -2.442
C -0.652 -1.558 -2.502
C 0.246 -1.977 -3.485
C 0.299 -3.312 -3.866
C -0.523 -4.249 -3.265
C -1.408 -3.845 -2.275
C -1.475 -2.517 -1.896
C -2.387 0.774 0.168
C -3.638 1.297 0.590
C -3.682 2.177 1.629
C -2.492 2.561 2.283
C -1.322 2.001 1.875
N -1.259 1.117 0.842
H -3.097 -0.196 -1.390
H -1.430 0.136 -4.720
H -2.465 1.825 -6.174
H -3.110 4.031 -5.262
H -2.740 4.532 -2.869
H -1.742 2.848 -1.391
H 0.912 -1.279 -3.964
H 0.992 -3.609 -4.642
H -0.479 -5.288 -3.564
H -2.055 -4.565 -1.792
H -2.160 -2.246 -1.108
H -4.532 0.997 0.061
H -4.630 2.591 1.945
H -2.506 3.268 3.098
H -0.377 2.221 2.348
C 4.368 2.133 3.799
N 3.326 1.182 3.415
C 3.119 0.034 4.294
C 2.579 1.306 2.311
N 1.527 0.590 2.049
N 2.996 2.267 1.405
C 2.411 2.578 0.203
N 3.016 3.570 -0.474
N 1.364 1.958 -0.247
H 4.453 2.128 4.882
H 4.098 3.151 3.520
H 5.338 1.862 3.374
H 4.026 -0.123 4.870
H 2.935 -0.868 3.709
H 2.292 0.203 4.987
H 1.246 -0.036 2.799
H 3.891 2.689 1.583
H 3.744 4.136 -0.075
H 2.653 3.851 -1.370
H 1.091 2.260 -1.178
N -5.159 -2.600 2.072
C -4.302 -2.185 2.715
C -3.199 -1.690 3.477
C -3.213 -1.614 4.867
C -2.090 -1.103 5.497
C -1.020 -0.684 4.720
N -0.997 -0.758 3.388
C -2.065 -1.263 2.789
H -4.075 -1.945 5.430
H -2.046 -1.022 6.573
H -0.144 -0.259 5.199
H -2.034 -1.346 1.710
C 1.560 2.692 -3.896
C 1.326 1.199 -3.858
O 1.529 0.490 -4.803
O 0.911 0.750 -2.649
H 1.458 3.051 -4.917
H 2.591 2.886 -3.588
H 0.862 3.224 -3.248
```

Computed properties:
- total charge = +2
- multiplicity = 2
- HOMO (alpha / beta) (eV) = -13.57 / -13.59
- LUMO level (alpha / beta) (eV) = -7.188 / -6.239

These are the Mulliken partial charges, in e, on atoms 1 to 4: atom 1 (V): -0.92, atom 2 (Cl): -0.14, atom 3 (C): 0.29, atom 4 (C): 0.17

***

It is found that the relative energy (zero: lowest compared OMol25 entry of this formula, charge and spin) values, taken in the order of the records, are 8.9 34.8 kcal/mol.